(1)
81
Properties=species:S:1:pos:R:3 method="wB97M-V/def2-TZVPD" spin_multiplicity=1 gap_ha=0.2751 lumo_ha=0.0063 molar_mass_g_mol=832.41 e_above_lowest_kj_mol=125.5
Ga 0.294 0.120 1.024
F 2.256 -4.739 -1.634
C 1.537 -4.705 -0.486
F 0.947 -5.913 -0.378
F 2.406 -4.596 0.514
C 0.511 -3.609 -0.560
C -0.582 -3.841 -1.377
C -1.503 -2.838 -1.638
C -1.275 -1.599 -1.083
N -0.242 -1.381 -0.271
C 0.633 -2.360 0.072
S 1.730 -1.884 1.325
H -0.713 -4.826 -1.807
H -2.373 -3.014 -2.252
H -1.919 -0.750 -1.261
N 1.110 1.159 2.760
C 0.498 2.441 3.206
C -0.832 2.742 2.515
C -0.630 2.840 1.013
O -0.504 3.922 0.469
O -0.541 1.703 0.376
H 0.953 0.433 3.453
H 2.117 1.270 2.684
H 1.201 3.247 2.986
H 0.344 2.420 4.285
H -1.214 3.693 2.879
H -1.546 1.952 2.737
N 1.884 0.677 -0.244
S 2.092 2.141 -0.845
C 2.867 3.183 0.397
C 3.877 2.673 1.203
C 4.451 3.491 2.161
C 4.031 4.813 2.288
C 3.033 5.313 1.466
C 2.435 4.492 0.514
C 3.513 1.957 -1.941
C 4.346 3.034 -2.215
C 5.476 2.836 -2.990
C 5.762 1.576 -3.503
C 4.903 0.517 -3.256
C 3.768 0.704 -2.476
H 2.759 0.184 -0.081
H 4.220 1.652 1.074
H 5.228 3.100 2.806
H 4.488 5.453 3.032
H 2.700 6.337 1.572
H 1.619 4.849 -0.101
H 4.128 4.019 -1.819
H 6.143 3.666 -3.180
H 6.653 1.424 -4.098
H 5.114 -0.464 -3.661
H 3.093 -0.119 -2.282
Cl 1.258 -1.483 5.415
C 1.292 -2.899 4.395
C 2.480 -3.591 4.270
C 2.529 -4.720 3.464
C 1.409 -5.081 2.735
C 0.238 -4.348 2.843
Cl -1.040 -4.702 1.724
C 0.113 -3.283 3.737
N -1.057 -2.583 3.968
C -2.369 -3.070 4.012
C -2.663 -4.367 4.424
C -3.978 -4.796 4.509
C -5.017 -3.919 4.203
C -4.709 -2.614 3.843
C -3.394 -2.177 3.748
C -3.071 -0.746 3.446
C -2.250 -0.576 2.187
O -2.789 -0.542 1.094
O -0.978 -0.417 2.423
H 3.355 -3.245 4.802
H 3.443 -5.291 3.378
H 1.443 -5.905 2.035
H -0.945 -1.582 4.014
H -1.851 -5.034 4.690
H -4.190 -5.807 4.832
H -6.048 -4.240 4.262
H -5.507 -1.913 3.630
H -2.554 -0.274 4.288
H -4.003 -0.208 3.283

---

(2)
83
Properties=species:S:1:pos:R:3 method="wB97M-V/def2-TZVPD" spin_multiplicity=2 gap_ha="0.2037 / 0.2111" charge=+1 lumo_ha="-0.1724 / -0.1651" molar_mass_g_mol=870.54 e_above_lowest_kj_mol=0.0
Cr -0.006 -0.150 0.118
C -0.099 -0.881 4.374
C 0.370 -0.751 3.076
N -0.477 -0.537 2.071
C -1.795 -0.538 2.341
C -2.237 -0.693 3.642
N -1.395 -0.839 4.660
C -2.663 -0.398 1.155
C -4.037 -0.303 1.154
C -4.718 -0.151 -0.054
C -3.958 -0.101 -1.221
C -2.585 -0.223 -1.149
N -1.963 -0.371 0.020
C -1.643 -0.193 -2.285
C -2.008 -0.154 -3.618
N -1.110 -0.171 -4.598
C 0.168 -0.232 -4.245
C 0.563 -0.268 -2.915
N -0.342 -0.238 -1.942
C -6.197 -0.042 -0.097
C -6.912 -0.433 -1.222
C -8.294 -0.321 -1.215
N -8.986 0.142 -0.175
C -8.298 0.518 0.902
C -6.916 0.448 0.987
H 0.590 -1.018 5.198
H 1.423 -0.831 2.837
H -3.295 -0.706 3.875
H -4.581 -0.351 2.087
H -4.436 0.073 -2.176
H -3.051 -0.112 -3.911
H 0.903 -0.251 -5.040
H 1.601 -0.342 -2.616
H -6.418 -0.850 -2.092
H -8.873 -0.622 -2.083
H -8.879 0.895 1.737
H -6.421 0.807 1.880
N 7.861 1.724 -2.314
C 6.757 1.176 -1.718
C 5.470 1.458 -2.207
C 4.364 0.873 -1.631
C 4.524 0.013 -0.549
C 5.781 -0.270 -0.043
C 6.890 0.305 -0.626
S 3.122 -0.788 0.100
O 3.463 -1.533 1.290
O 2.583 -1.563 -1.013
N 1.922 0.321 0.470
C 2.290 1.312 1.448
N 1.299 1.961 2.064
C 1.640 2.925 2.920
C 2.950 3.248 3.203
C 3.900 2.484 2.556
N 3.579 1.525 1.694
H 7.757 2.438 -3.009
H 8.766 1.614 -1.898
H 5.357 2.137 -3.046
H 3.369 1.098 -2.002
H 5.880 -0.936 0.807
H 7.880 0.088 -0.239
H 0.819 3.450 3.398
H 3.213 4.044 3.885
H 4.963 2.633 2.726
N -0.352 1.732 -0.131
C -0.186 2.883 -0.247
C -0.001 4.225 -0.383
C 1.176 4.824 0.160
N 2.130 5.306 0.592
C -1.001 4.991 -1.059
N -1.831 5.572 -1.609
C -1.691 -3.743 0.214
Sb 0.242 -2.849 -0.087
C 0.549 -3.681 -2.020
C 1.328 -4.222 1.122
H -1.600 -4.824 0.078
H -2.412 -3.356 -0.510
H -2.065 -3.550 1.224
H 0.589 -4.764 -1.916
H 1.487 -3.308 -2.424
H -0.278 -3.414 -2.677
H 1.455 -5.132 0.539
H 0.740 -4.435 2.013
H 2.291 -3.802 1.392

---

(3)
88
Properties=species:S:1:pos:R:3 method="wB97M-V/def2-TZVPD" spin_multiplicity=2 gap_ha="0.1904 / 0.2080" charge=-1 lumo_ha="0.0446 / 0.0445" molar_mass_g_mol=1186.16 e_above_lowest_kj_mol=116.5
Ti -0.027 2.653 -0.150
O -1.177 3.396 1.150
C -2.039 2.816 1.960
C -2.530 1.507 1.810
C -3.463 0.991 2.728
C -3.976 -0.274 2.557
C -3.602 -1.089 1.493
C -2.665 -0.609 0.594
C -2.109 0.667 0.728
O -1.214 1.080 -0.136
N -4.954 -0.775 3.520
O -5.174 -0.110 4.519
O -5.504 -1.835 3.280
H -2.397 3.428 2.784
H -3.793 1.591 3.565
H -4.051 -2.064 1.384
H -2.345 -1.206 -0.252
Se 2.337 8.303 -3.485
Sb 2.021 7.604 -1.233
Se -1.073 3.261 -2.221
Se 0.286 5.004 -1.283
Se 4.174 7.618 -0.051
C 1.520 5.321 2.036
C 2.157 4.262 1.190
O 1.599 3.132 1.050
N 3.342 4.501 0.690
C 4.072 3.582 -0.174
C 3.663 3.684 -1.624
C 4.163 4.710 -2.414
C 3.722 4.816 -3.722
C 2.836 3.867 -4.202
C 2.420 2.859 -3.348
N 2.807 2.767 -2.078
H 0.456 5.352 1.806
H 1.983 6.294 1.873
H 1.639 5.035 3.084
H 3.689 5.472 0.733
H 3.936 2.563 0.184
H 5.123 3.859 -0.083
H 4.840 5.444 -1.995
H 4.047 5.645 -4.337
H 2.453 3.914 -5.212
H 1.726 2.101 -3.687
C 2.898 -1.267 2.501
N 2.423 -0.594 1.311
C 1.445 0.304 1.196
N 1.364 0.714 -0.057
C 2.331 0.003 -0.688
N 3.004 -0.798 0.104
C 1.962 -2.309 3.080
C 2.110 -2.653 4.418
C 1.320 -3.638 4.988
C 0.372 -4.294 4.227
C 0.214 -3.954 2.887
C 1.000 -2.956 2.313
C -0.793 -4.671 2.105
N -1.597 -5.592 2.507
N -2.359 -5.956 1.411
C -1.980 -5.204 0.438
O -0.957 -4.381 0.789
C -2.539 -5.121 -0.909
C -3.758 -5.741 -1.174
C -4.320 -5.627 -2.431
C -3.680 -4.890 -3.419
C -2.462 -4.281 -3.163
C -1.770 -3.464 -4.224
N -1.523 -2.109 -3.782
C -0.353 -1.506 -3.536
N -0.551 -0.287 -3.088
C -1.907 -0.194 -3.068
N -2.537 -1.272 -3.483
C -1.888 -4.404 -1.903
H 3.110 -0.511 3.260
H 3.849 -1.716 2.219
H 0.839 0.635 2.025
H 2.532 0.095 -1.740
H 2.854 -2.145 5.021
H 1.444 -3.892 6.032
H -0.261 -5.060 4.654
H 0.871 -2.702 1.269
H -4.255 -6.287 -0.384
H -5.275 -6.091 -2.638
H -4.140 -4.777 -4.393
H -2.368 -3.440 -5.135
H -0.795 -3.891 -4.466
H 0.600 -1.986 -3.696
H -2.435 0.683 -2.729
H -0.949 -3.910 -1.683

---

(4)
79
Properties=species:S:1:pos:R:3 method="wB97M-V/def2-TZVPD" spin_multiplicity=2 gap_ha="0.1388 / 0.1404" charge=-2 lumo_ha="0.1433 / 0.1433" molar_mass_g_mol=820.20
Ti 1.349 -0.189 0.360
O -1.000 -0.406 -2.844
C -0.021 -0.469 -2.098
O 0.245 0.433 -1.125
C 1.010 -1.511 -2.129
C 1.409 -2.231 -3.217
C 2.675 -2.865 -3.243
C 3.575 -2.569 -2.183
C 3.164 -1.871 -1.092
N 1.806 -1.476 -0.943
C 3.994 -1.233 -0.068
O 5.180 -1.461 0.138
O 3.258 -0.334 0.608
H 0.759 -2.233 -4.089
H 3.002 -3.423 -4.114
H 4.628 -2.838 -2.238
C 4.071 3.794 -3.955
C 4.511 3.062 -2.683
C 5.948 3.488 -2.329
C 4.520 1.554 -2.959
C 3.557 3.416 -1.530
C 3.352 4.752 -1.157
C 2.490 5.070 -0.115
C 1.836 4.052 0.568
S 0.657 4.167 1.854
C 0.496 2.401 1.924
N 1.339 1.787 1.004
C 2.046 2.712 0.237
C 2.899 2.415 -0.835
C -0.474 1.795 2.787
C -1.573 2.589 3.268
C -2.611 2.045 3.999
C -2.620 0.677 4.302
C -1.524 -0.111 3.907
C -0.432 0.405 3.208
H 4.748 3.547 -4.787
H 4.076 4.883 -3.821
H 3.054 3.491 -4.235
H 6.644 3.197 -3.133
H 6.270 3.000 -1.401
H 6.022 4.574 -2.186
H 5.202 1.344 -3.793
H 3.525 1.182 -3.232
H 4.866 0.975 -2.093
H 3.867 5.555 -1.680
H 2.329 6.110 0.160
H 3.052 1.390 -1.110
H -1.607 3.642 3.016
H -3.425 2.685 4.333
H -3.430 0.239 4.878
H -1.493 -1.159 4.197
Te 1.328 -0.784 3.066
C -2.498 0.027 0.039
C -1.848 -1.308 0.206
N -0.603 -1.530 0.551
C -0.421 -2.911 0.613
C -1.548 -3.540 0.230
N -2.464 -2.507 -0.030
C -3.752 -2.683 -0.598
N -4.683 -3.455 0.237
N -5.088 -4.627 -0.215
N -5.940 -5.122 0.557
C -6.136 -4.221 1.600
C -6.981 -4.283 2.702
C -6.961 -3.216 3.559
C -6.099 -2.103 3.338
C -5.255 -2.039 2.272
C -5.312 -3.138 1.393
H -2.064 0.716 0.753
H -3.579 -0.018 0.218
H -2.311 0.407 -0.968
H 0.530 -3.327 0.886
H -1.805 -4.586 0.108
H -3.677 -3.235 -1.517
H -4.160 -1.712 -0.813
H -7.621 -5.142 2.867
H -7.601 -3.225 4.432
H -6.101 -1.286 4.045
H -4.571 -1.201 2.139

---

(5)
73
Properties=species:S:1:pos:R:3 method="wB97M-V/def2-TZVPD" spin_multiplicity=1 gap_ha=0.1884 charge=-2 lumo_ha=0.1478 molar_mass_g_mol=811.21 e_above_lowest_kj_mol=78.5
Na -3.212 0.114 0.375
C -0.153 -2.045 1.616
C 1.056 -1.149 1.889
C 0.842 0.362 1.765
Sb 1.116 1.078 -0.271
C 1.201 3.170 0.255
C 1.712 4.080 -0.670
C 1.773 5.437 -0.387
C 1.302 5.914 0.829
C 0.773 5.023 1.753
C 0.727 3.664 1.466
C 3.324 0.889 0.039
C 4.175 1.906 0.477
C 5.530 1.681 0.693
C 6.072 0.419 0.483
C 5.251 -0.606 0.034
C 3.902 -0.363 -0.198
Sb -1.059 -1.997 -0.346
C 0.802 -2.745 -1.305
C 1.401 -3.951 -0.938
C 2.524 -4.433 -1.599
C 3.070 -3.715 -2.657
C 2.487 -2.517 -3.044
C 1.365 -2.042 -2.371
C -1.710 -4.065 -0.291
C -2.062 -4.672 -1.495
C -2.617 -5.945 -1.530
C -2.826 -6.642 -0.349
C -2.473 -6.056 0.859
C -1.923 -4.782 0.884
H -0.972 -1.818 2.303
H 0.156 -3.079 1.779
H 1.880 -1.444 1.233
H 1.394 -1.379 2.907
H 1.588 0.893 2.359
H -0.154 0.653 2.108
H 2.065 3.717 -1.632
H 2.176 6.129 -1.119
H 1.326 6.975 1.044
H 0.390 5.386 2.699
H 0.288 2.989 2.191
H 3.775 2.896 0.664
H 6.168 2.492 1.026
H 7.125 0.236 0.662
H 5.659 -1.594 -0.144
H 3.289 -1.171 -0.589
H 0.975 -4.532 -0.125
H 2.973 -5.373 -1.296
H 3.943 -4.091 -3.178
H 2.907 -1.952 -3.869
H 0.921 -1.098 -2.674
H -1.903 -4.137 -2.428
H -2.901 -6.388 -2.478
H -3.280 -7.626 -0.367
H -2.652 -6.584 1.788
H -1.688 -4.329 1.841
O -1.855 2.138 -1.741
C -2.356 2.289 -0.615
O -2.002 1.622 0.424
C -3.390 3.377 -0.416
C -2.931 4.688 -0.497
C -3.767 5.773 -0.273
C -5.109 5.532 0.000
C -5.584 4.233 0.049
C -4.747 3.110 -0.134
S -5.443 1.515 -0.037
H -1.886 4.853 -0.737
H -3.371 6.782 -0.310
H -5.791 6.358 0.180
H -6.630 4.031 0.247
O -5.196 -3.510 1.127
C -4.317 -2.694 1.060
N -3.444 -1.884 1.001

---

(6)
79
Properties=species:S:1:pos:R:3 method="wB97M-V/def2-TZVPD" spin_multiplicity=1 gap_ha=0.3120 lumo_ha=-0.0469 molar_mass_g_mol=732.41 smiles="CCB(O)N(C[C@@H](C)Br)C(=O)OS(C)(=O)=O.O=C1c2ccccc2C(=O)c2ccccc21.O=C1c2ccccc2C(=O)c2ccccc21" e_above_lowest_kj_mol=607.4
C 1.087 3.971 -0.577
C 0.701 5.535 -0.990
B 1.857 6.108 -2.064
O 3.048 6.709 -1.433
N 1.583 5.911 -3.532
C 2.749 6.175 -4.438
C 3.204 4.692 -5.060
C 4.733 4.266 -4.640
Br 1.827 3.275 -4.552
C 0.290 6.533 -4.001
O -0.475 7.401 -3.335
O -0.203 6.113 -5.351
S -1.533 5.046 -5.200
C -1.892 4.486 -3.447
O -2.802 5.741 -5.794
O -1.287 3.762 -6.042
H 0.080 3.344 -0.487
H 1.747 3.463 -1.409
H 1.624 3.902 0.466
H 0.831 6.160 0.017
H -0.392 5.660 -1.385
H 3.603 5.902 -1.143
H 2.505 6.864 -5.377
H 3.707 6.623 -3.946
H 3.144 4.768 -6.233
H 5.405 4.177 -5.617
H 4.662 3.195 -4.128
H 5.253 5.005 -3.882
H -2.807 3.722 -3.506
H -2.295 5.371 -2.754
H -1.007 3.887 -2.942
O -4.968 -1.164 -2.390
C -3.934 -1.070 -1.740
C -3.868 -1.592 -0.360
C -4.990 -2.217 0.200
C -4.922 -2.748 1.489
C -3.738 -2.659 2.220
C -2.624 -2.021 1.671
C -2.691 -1.481 0.380
C -1.514 -0.793 -0.186
O -0.499 -0.647 0.485
C -1.574 -0.288 -1.572
C -0.450 0.334 -2.131
C -0.486 0.784 -3.452
C -1.640 0.613 -4.216
C -2.766 0.005 -3.656
C -2.734 -0.442 -2.329
H -5.916 -2.295 -0.367
H -5.793 -3.237 1.920
H -3.681 -3.084 3.219
H -1.705 -1.951 2.249
H 0.456 0.467 -1.542
H 0.389 1.264 -3.886
H -1.664 0.955 -5.249
H -3.664 -0.121 -4.259
O 0.967 -7.867 3.855
C 1.013 -6.828 4.502
C 1.294 -6.861 5.951
C 1.531 -8.088 6.584
C 1.837 -8.123 7.946
C 1.909 -6.938 8.676
C 1.657 -5.715 8.051
C 1.343 -5.677 6.687
C 1.060 -4.382 6.039
O 1.048 -3.348 6.697
C 0.798 -4.347 4.586
C 0.564 -3.119 3.954
C 0.349 -3.072 2.576
C 0.368 -4.249 1.826
C 0.586 -5.475 2.457
C 0.797 -5.525 3.841
H 1.481 -9.017 6.019
H 2.024 -9.076 8.435
H 2.160 -6.964 9.735
H 1.710 -4.794 8.629
H 0.553 -2.196 4.531
H 0.172 -2.117 2.086
H 0.210 -4.212 0.751
H 0.596 -6.389 1.865

---

Please write out number 2 again, unchanged.
83
Properties=species:S:1:pos:R:3 method="wB97M-V/def2-TZVPD" spin_multiplicity=2 gap_ha="0.2037 / 0.2111" charge=+1 lumo_ha="-0.1724 / -0.1651" molar_mass_g_mol=870.54 e_above_lowest_kj_mol=0.0
Cr -0.006 -0.150 0.118
C -0.099 -0.881 4.374
C 0.370 -0.751 3.076
N -0.477 -0.537 2.071
C -1.795 -0.538 2.341
C -2.237 -0.693 3.642
N -1.395 -0.839 4.660
C -2.663 -0.398 1.155
C -4.037 -0.303 1.154
C -4.718 -0.151 -0.054
C -3.958 -0.101 -1.221
C -2.585 -0.223 -1.149
N -1.963 -0.371 0.020
C -1.643 -0.193 -2.285
C -2.008 -0.154 -3.618
N -1.110 -0.171 -4.598
C 0.168 -0.232 -4.245
C 0.563 -0.268 -2.915
N -0.342 -0.238 -1.942
C -6.197 -0.042 -0.097
C -6.912 -0.433 -1.222
C -8.294 -0.321 -1.215
N -8.986 0.142 -0.175
C -8.298 0.518 0.902
C -6.916 0.448 0.987
H 0.590 -1.018 5.198
H 1.423 -0.831 2.837
H -3.295 -0.706 3.875
H -4.581 -0.351 2.087
H -4.436 0.073 -2.176
H -3.051 -0.112 -3.911
H 0.903 -0.251 -5.040
H 1.601 -0.342 -2.616
H -6.418 -0.850 -2.092
H -8.873 -0.622 -2.083
H -8.879 0.895 1.737
H -6.421 0.807 1.880
N 7.861 1.724 -2.314
C 6.757 1.176 -1.718
C 5.470 1.458 -2.207
C 4.364 0.873 -1.631
C 4.524 0.013 -0.549
C 5.781 -0.270 -0.043
C 6.890 0.305 -0.626
S 3.122 -0.788 0.100
O 3.463 -1.533 1.290
O 2.583 -1.563 -1.013
N 1.922 0.321 0.470
C 2.290 1.312 1.448
N 1.299 1.961 2.064
C 1.640 2.925 2.920
C 2.950 3.248 3.203
C 3.900 2.484 2.556
N 3.579 1.525 1.694
H 7.757 2.438 -3.009
H 8.766 1.614 -1.898
H 5.357 2.137 -3.046
H 3.369 1.098 -2.002
H 5.880 -0.936 0.807
H 7.880 0.088 -0.239
H 0.819 3.450 3.398
H 3.213 4.044 3.885
H 4.963 2.633 2.726
N -0.352 1.732 -0.131
C -0.186 2.883 -0.247
C -0.001 4.225 -0.383
C 1.176 4.824 0.160
N 2.130 5.306 0.592
C -1.001 4.991 -1.059
N -1.831 5.572 -1.609
C -1.691 -3.743 0.214
Sb 0.242 -2.849 -0.087
C 0.549 -3.681 -2.020
C 1.328 -4.222 1.122
H -1.600 -4.824 0.078
H -2.412 -3.356 -0.510
H -2.065 -3.550 1.224
H 0.589 -4.764 -1.916
H 1.487 -3.308 -2.424
H -0.278 -3.414 -2.677
H 1.455 -5.132 0.539
H 0.740 -4.435 2.013
H 2.291 -3.802 1.392